i:
Entry from the OMol25 dataset: C12H19N6O4SV as an isolated structure (the ωB97M-V functional and the def2-TZVPD basis).

Geometry as XYZ:
```
43
Properties=species:S:1:pos:R:3:lowdin_spin:R:1
V 0.30 0.44 -0.76 1.92
C -2.34 -0.35 4.88 0.00
C -2.73 0.62 3.79 0.00
N -1.56 1.22 3.14 -0.04
C -0.92 0.71 2.10 -0.04
S 0.53 1.39 1.52 -0.03
N -1.42 -0.47 1.60 -0.11
N -0.95 -0.75 0.41 -0.16
C -0.98 -2.13 0.14 0.21
C -2.02 -3.00 0.73 0.03
C 0.15 -2.54 -0.62 0.01
C 0.45 -3.88 -0.94 0.05
C 1.62 -4.18 -1.58 0.01
C 2.50 -3.14 -1.91 0.06
C 2.14 -1.85 -1.60 0.01
N 1.01 -1.53 -0.97 0.05
H -3.24 -0.76 5.35 0.00
H -1.76 -1.18 4.47 0.00
H -1.75 0.13 5.66 0.00
H -3.32 0.13 3.02 0.00
H -3.33 1.44 4.19 0.00
H -1.10 2.00 3.59 0.00
H -2.08 -2.83 1.80 0.01
H -3.00 -2.74 0.31 0.01
H -1.83 -4.05 0.54 0.00
H -0.25 -4.66 -0.67 0.00
H 1.87 -5.20 -1.83 0.00
H 3.43 -3.34 -2.42 0.00
H 2.78 -1.01 -1.87 0.00
C 3.04 4.28 -3.06 0.00
O 3.05 2.93 -2.57 0.00
C 2.01 2.43 -1.95 0.00
O 2.07 1.27 -1.52 0.01
N 0.92 3.20 -1.76 0.00
N -0.22 2.58 -1.22 0.00
H 4.02 4.44 -3.49 0.00
H 2.87 4.98 -2.25 0.00
H 2.29 4.39 -3.85 0.00
H 0.79 4.04 -2.30 0.00
H -0.92 2.47 -1.97 0.00
H -0.55 3.11 -0.43 0.00
O -0.47 0.24 -2.47 0.34
O -1.08 1.13 -3.22 0.65
```

Calculated values
Multiplicity = 4
<S²> = 4.007
Net charge = +1
LUMO level (spin up / spin down) = -3.5652 / -3.9442 eV

***

ii:
Entry from the OMol25 dataset: C12H19N6O4SV as an isolated structure (the ωB97M-V functional and the def2-TZVPD basis).

Geometry as XYZ:
```
43
Properties=species:S:1:pos:R:3:lowdin_spin:R:1
V -0.23 -0.18 0.00 1.97
C 0.62 -5.75 -2.29 0.00
C 0.87 -4.41 -2.96 0.00
N -0.17 -3.43 -2.65 0.00
C -0.18 -2.72 -1.52 0.00
S -1.56 -1.62 -1.29 -0.04
N 0.77 -2.89 -0.63 0.00
N 0.58 -2.02 0.41 -0.01
C 0.79 -2.38 1.62 0.03
C 1.36 -3.71 1.97 0.00
C 0.26 -1.42 2.62 0.01
C 0.51 -1.51 3.98 0.00
C -0.10 -0.61 4.84 0.00
C -0.95 0.35 4.32 0.00
C -1.13 0.40 2.95 0.01
N -0.55 -0.46 2.12 0.01
H 1.42 -6.45 -2.55 0.00
H 0.61 -5.64 -1.21 0.00
H -0.33 -6.19 -2.61 0.00
H 1.82 -4.00 -2.65 0.00
H 0.88 -4.52 -4.05 0.00
H -0.96 -3.33 -3.26 0.00
H 0.76 -4.49 1.50 0.00
H 2.36 -3.80 1.55 0.00
H 1.40 -3.88 3.04 0.00
H 1.18 -2.27 4.36 0.00
H 0.08 -0.67 5.90 0.00
H -1.45 1.06 4.96 0.00
H -1.76 1.16 2.50 0.00
C 0.63 2.91 -4.09 0.00
O 1.05 1.74 -3.38 0.00
C 0.42 1.36 -2.29 0.00
O 0.77 0.32 -1.72 0.02
N -0.63 2.10 -1.84 0.00
N -1.19 1.70 -0.61 0.01
H 1.27 2.95 -4.97 0.00
H 0.81 3.81 -3.49 0.00
H -0.41 2.83 -4.40 0.00
H -0.74 3.06 -2.12 0.00
H -2.20 1.75 -0.68 0.00
H -0.81 2.28 0.16 0.00
O 1.12 1.10 0.78 0.39
O 0.66 2.26 1.18 0.58
```

Calculated values
Multiplicity = 4
<S²> = 3.770
Net charge = +1
LUMO level (spin up / spin down) = -4.0124 / -3.9229 eV

***

Energies relative to the minimum, eV: i 0.704; ii 0.000

***

i:
Entry from the OMol25 dataset: one molecule with the formula C9H11BO2 (the ωB97M-V functional and the def2-TZVPD basis).

Geometry as XYZ:
```
23
Properties=species:S:1:pos:R:3:nbo_charge:R:1
C -1.15 2.77 0.28 -0.40
C -1.45 1.54 -0.13 -0.15
C -1.11 0.24 0.58 -0.64
B -1.91 -1.06 0.14 1.16
O -2.78 -0.87 -0.88 -0.91
O -1.67 -2.23 0.78 -0.90
C 0.34 -0.01 0.19 0.01
C 0.84 0.11 -1.11 -0.24
C 2.13 -0.41 -1.39 -0.18
C 3.03 -0.59 -0.37 -0.24
C 2.53 -0.58 0.94 -0.20
C 1.16 -0.50 1.19 -0.22
H -1.46 3.65 -0.35 0.20
H -0.86 2.96 1.30 0.20
H -1.98 1.27 -0.99 0.21
H -1.04 0.28 1.77 0.23
H -3.59 -1.33 -0.80 0.50
H -1.63 -3.01 0.18 0.50
H 0.17 0.42 -1.99 0.22
H 2.52 -0.48 -2.48 0.21
H 3.99 -0.72 -0.67 0.21
H 3.31 -0.84 1.62 0.21
H 0.60 -0.62 2.17 0.22
```

Calculated values
LUMO level = 0.3065 eV
SMILES = C=C[C@@H](B(O)O)c1ccccc1

***

ii:
Entry from the OMol25 dataset: one molecule with the formula C9H11BO2 (the ωB97M-V functional and the def2-TZVPD basis).

Geometry as XYZ:
```
23
Properties=species:S:1:pos:R:3:nbo_charge:R:1
C -2.49 0.91 -0.93 -0.60
C -1.69 0.62 0.34 -0.71
B -1.17 -0.85 0.43 1.02
O -1.69 -2.06 0.06 -0.86
C 0.34 -0.81 0.93 -0.61
C 1.10 -1.69 0.01 -0.14
C 2.18 -1.24 -0.71 -0.25
C 2.68 0.11 -0.57 -0.26
C 2.12 0.97 0.24 -0.13
C 0.79 0.63 1.02 -0.38
C -0.23 1.52 0.35 0.68
O -0.01 2.55 -0.20 -0.52
H -1.95 0.27 -1.74 0.20
H -2.47 1.93 -1.30 0.23
H -3.52 0.64 -0.81 0.21
H -2.02 1.03 1.31 0.26
H -2.66 -2.00 0.10 0.50
H 0.42 -1.26 1.93 0.25
H 0.58 -2.61 -0.05 0.22
H 2.71 -1.90 -1.50 0.21
H 3.53 0.34 -1.23 0.21
H 2.57 1.97 0.31 0.22
H 0.87 0.92 2.02 0.24
```

Calculated values
LUMO level = 0.3115 eV
SMILES = C[C@H]1B(O)[C@H]2C=CC=C[C@H]2C1=O

***

Energies relative to the minimum, eV: i 0.000; ii 1.225

***

i:
Entry from the OMol25 dataset: C4H9NOS as an isolated structure (the ωB97M-V functional and the def2-TZVPD basis).

Geometry as XYZ:
```
16
Properties=species:S:1:pos:R:3:lowdin_spin:R:1
C -2.08 1.76 0.55 0.03
N -1.25 1.37 -0.67 0.26
C -0.80 -0.07 -0.47 0.10
C 0.34 -0.68 -1.27 0.03
S 1.59 -1.61 -0.22 0.04
C 0.02 -0.16 0.83 0.13
O 0.58 0.79 1.37 0.30
H -2.21 2.82 0.54 0.00
H -3.00 1.19 0.39 0.00
H -1.56 1.53 1.48 0.01
H -0.36 1.84 -0.56 0.01
H -1.77 -0.62 -0.53 0.00
H -0.03 -1.45 -1.94 0.00
H 0.88 0.05 -1.86 0.01
H 2.26 -0.63 0.35 0.00
H -0.35 -0.95 1.54 0.08
```

Calculated values
Multiplicity = 2
<S²> = 0.759
Net charge = +1
LUMO level (spin up / spin down) = -4.7723 / -8.6457 eV

***

ii:
Entry from the OMol25 dataset: an isolated ion of composition C4H9NOS and charge +1 (the ωB97M-V functional and the def2-TZVPD basis).

Geometry as XYZ:
```
16
Properties=species:S:1:pos:R:3:lowdin_spin:R:1
C 0.00 0.01 0.03 0.01
C -0.19 1.19 1.00 0.08
S 0.38 0.67 2.69 0.84
C -0.07 0.20 -1.46 0.00
N -0.54 -0.99 -1.95 0.00
C -0.37 -2.32 -1.36 0.00
O 0.41 1.12 -2.14 0.00
H 0.95 -0.42 0.12 0.00
H -0.71 -0.70 0.26 0.00
H 0.51 2.00 0.69 0.01
H -1.26 1.41 1.12 0.03
H 0.23 -0.71 2.50 0.02
H -0.61 -0.97 -2.89 0.00
H -1.35 -2.70 -1.02 0.00
H 0.26 -2.98 -1.91 0.00
H 0.15 -2.13 -0.39 0.00
```

Calculated values
Multiplicity = 2
<S²> = 0.753
Net charge = +1
LUMO level (spin up / spin down) = -4.5216 / -9.4227 eV

***

Energies relative to the minimum, eV: i 1.046; ii 0.000

***

i:
Entry from the OMol25 dataset: one molecule with the formula H3OP (the ωB97M-V functional and the def2-TZVPD basis).

Geometry as XYZ:
```
5
Properties=species:S:1:pos:R:3:nbo_charge:R:1
O 0.28 0.31 1.29 -0.93
P 0.75 -0.51 -0.63 0.57
H 0.37 1.26 1.22 0.46
H -0.09 -1.61 -0.48 -0.04
H -0.27 0.26 -1.22 -0.05
```

Calculated values
LUMO level = -0.4059 eV
SMILES = OP

***

ii:
Entry from the OMol25 dataset: a 2-piece molecular cluster, H3OP overall (the ωB97M-V functional and the def2-TZVPD basis).

Geometry as XYZ:
```
5
Properties=species:S:1:pos:R:3:nbo_charge:R:1
O 0.94 0.13 0.14 -0.87
P -0.63 0.01 -0.09 0.76
H 1.89 -0.28 -1.28 0.21
H -1.00 -1.05 0.67 -0.07
H -1.19 1.19 0.56 -0.04
```

Calculated values
LUMO level (spin up / spin down) = -0.3903 / -1.7814 eV

***

Energies relative to the minimum, eV: i 0.000; ii 2.490

***

i:
Entry from the OMol25 dataset: a 2-piece molecular cluster, C2H5IO2 overall (the ωB97M-V functional and the def2-TZVPD basis).

Geometry as XYZ:
```
10
Properties=species:S:1:pos:R:3:nbo_charge:R:1
C 0.90 -1.27 0.12 -0.26
C -1.13 -0.41 0.69 0.16
O 0.16 1.76 -0.40 -0.96
O -0.36 -0.80 -0.28 -0.52
I -3.04 0.23 -0.04 0.01
H 1.04 -1.12 1.21 0.20
H 1.67 -0.68 -0.33 0.21
H 0.98 -2.31 0.03 0.20
H -0.07 2.44 0.28 0.48
H -0.15 2.15 -1.29 0.48
```

Calculated values
LUMO level = 0.5133 eV

***

ii:
Entry from the OMol25 dataset: a 2-piece molecular cluster, C2H5IO2 overall (the ωB97M-V functional and the def2-TZVPD basis).

Geometry as XYZ:
```
10
Properties=species:S:1:pos:R:3:nbo_charge:R:1
C -0.25 -0.79 -0.54 -0.29
C 1.16 0.92 -0.03 0.47
O 1.46 2.20 0.02 -0.69
O 0.22 0.46 -0.85 -0.52
I 2.98 -0.17 0.03 0.11
H -1.17 -1.12 -1.13 0.20
H -0.46 -0.72 0.58 0.21
H 0.38 -1.60 -0.68 0.19
H 0.36 0.28 1.72 -0.18
H 0.76 2.70 0.22 0.49
```

Calculated values
LUMO level (spin up / spin down) = -0.0199 / -0.0197 eV

***

Energies relative to the minimum, eV: i 0.000; ii 1.314

***

i:
Entry from the OMol25 dataset: a 2-piece molecular cluster, C3H10NO2 overall (the ωB97M-V functional and the def2-TZVPD basis).

Geometry as XYZ:
```
16
Properties=species:S:1:pos:R:3:nbo_charge:R:1
C 0.82 -1.15 -0.06 -0.20
C 1.40 0.22 -0.42 -0.54
C 1.27 1.17 0.75 0.43
O 0.38 1.02 1.54 -0.50
N -0.48 -1.38 -0.85 -0.71
H 0.48 -1.24 0.97 0.25
H 1.44 -1.96 -0.37 0.23
H 0.73 0.61 -1.19 0.24
H 2.38 0.11 -0.85 0.26
H 1.93 2.04 0.86 0.15
H -0.93 -2.30 -0.81 0.44
H -0.20 -1.34 -1.84 0.42
H -1.23 -0.61 -0.88 0.47
H -3.07 0.93 -1.10 0.51
H -3.15 -0.10 0.00 0.50
O -2.50 0.40 -0.52 -0.95
```

Calculated values
Net charge = +1
LUMO level = -3.4609 eV

***

ii:
Entry from the OMol25 dataset: a 2-piece molecular cluster, C3H10NO2 overall (the ωB97M-V functional and the def2-TZVPD basis).

Geometry as XYZ:
```
16
Properties=species:S:1:pos:R:3:nbo_charge:R:1
O 1.34 1.74 -2.01 -0.42
C 0.59 1.46 -1.13 0.40
C 1.02 0.70 0.11 -0.35
N -0.16 -0.05 0.66 -0.50
C 0.25 -0.95 1.83 -0.40
H -0.46 1.81 -1.15 0.13
H 1.31 1.28 1.00 0.25
H 1.93 0.11 -0.01 0.26
H -0.58 -0.65 -0.06 0.47
H -0.85 0.61 1.00 0.43
H 0.97 -1.69 1.48 0.24
H 0.75 -0.29 2.53 0.23
H -0.67 -1.42 2.15 0.24
H -2.57 -0.92 -2.00 0.50
H -1.19 -1.06 -2.57 0.50
O -1.66 -0.67 -1.83 -0.98
```

Calculated values
Net charge = +1
LUMO level = -3.5045 eV

***

Energies relative to the minimum, eV: i 0.000; ii 0.337